[1]
137
Properties=species:S:1:pos:R:3 method="wB97M-V/def2-TZVPD" gap_ev=8.300 e_tot_ha=-3245.63992 lumo_ev=-2.31 largest_force_ev_per_a=0.89 total_charge=+1
C 2.03503 3.89148 0.31444
C 2.41471 4.65391 -0.96737
C 2.26193 3.80175 -2.22718
O 1.07719 4.10213 -3.00950
N -0.03258 3.96788 -2.22010
C -0.95822 3.09723 -2.52836
N -0.87574 2.20178 -3.53299
C -1.52285 0.98083 -3.00611
C -2.53471 1.56922 -1.98552
P -2.47215 0.79522 -0.29381
O -2.39677 1.82532 0.76919
N -2.09980 2.98002 -1.79096
P -3.46049 4.15041 -2.00964
C -2.73053 5.65884 -2.75401
C -1.59199 6.50008 -2.12989
C -3.81425 4.59968 -0.27119
C -2.65653 4.93684 0.68075
H 2.34608 4.42937 1.20989
H 0.94951 3.75633 0.36914
H 2.48575 2.89744 0.32566
H 3.43851 5.01891 -0.88296
H 1.77317 5.53974 -1.05070
H 2.27170 2.73271 -1.98796
H 3.07806 3.99257 -2.92427
H -0.15190 4.58629 -1.42839
H 0.02314 2.08106 -3.98204
H -0.75766 0.41601 -2.46398
H -1.92651 0.32369 -3.77011
H -3.55598 1.52848 -2.37421
H -3.56851 -0.07607 -0.16133
H -1.35642 -0.06790 -0.31491
H -2.50359 5.41294 -3.79639
H -3.62762 6.28802 -2.80851
H -0.74396 6.58041 -2.81200
H -1.23676 6.10409 -1.18155
H -1.93842 7.51209 -1.91982
H -4.53704 5.42113 -0.29736
H -4.33304 3.72533 0.13273
H -2.87772 4.56057 1.67879
H -2.48437 6.01159 0.74370
H -1.72813 4.44315 0.37783
C -2.66838 -2.64655 -3.28192
O -1.39504 -2.27633 -2.77128
C -0.96136 -3.08328 -1.68245
C -0.01777 -4.18309 -2.11300
O -0.65285 -5.13522 -2.94394
C -0.39667 -4.96002 -4.32542
H -2.77535 -2.18422 -4.26300
H -2.76398 -3.72759 -3.38998
H -3.47187 -2.28874 -2.62721
H -1.82202 -3.51163 -1.15715
H -0.43181 -2.42560 -0.98434
H 0.32795 -4.70281 -1.21514
H 0.86400 -3.76034 -2.60690
H 0.60807 -5.31038 -4.58366
H -0.49613 -3.91395 -4.62697
H -1.12531 -5.55810 -4.86940
C 3.16713 -2.57015 -0.48023
O 3.24972 -3.91431 -0.91191
C 3.86406 -4.07127 -2.18097
C 5.31824 -4.47602 -2.08078
O 6.11017 -3.47546 -1.46949
C 6.37907 -3.72741 -0.09938
H 2.92609 -2.57967 0.58195
H 4.10714 -2.03271 -0.62653
H 2.36909 -2.03778 -1.01647
H 3.77552 -3.14715 -2.76414
H 3.31879 -4.85927 -2.70995
H 5.70458 -4.63166 -3.09228
H 5.40646 -5.42263 -1.53812
H 7.18023 -4.46526 0.00628
H 5.49806 -4.08331 0.43571
H 6.70572 -2.78974 0.34851
C 4.06357 -4.67839 2.86908
O 5.31011 -4.28705 3.41080
C 5.30478 -2.99002 3.97919
C 5.12348 -3.01213 5.48251
O 3.86327 -3.53082 5.86330
C 3.89985 -4.88926 6.26431
H 4.10347 -5.75170 2.69089
H 3.23176 -4.46196 3.54346
H 3.88322 -4.17317 1.91352
H 4.51933 -2.37659 3.52168
H 6.27014 -2.52832 3.74966
H 5.18290 -1.98485 5.85459
H 5.93269 -3.58564 5.94681
H 4.31670 -4.98714 7.27190
H 4.48886 -5.49802 5.57460
H 2.87353 -5.25209 6.27324
C -7.30977 -5.98258 1.01162
O -5.96078 -6.41103 0.96035
C -5.48517 -6.65845 -0.34893
C -4.66143 -5.50584 -0.88010
O -5.42487 -4.31502 -1.02390
C -5.25908 -3.41479 0.05061
H -7.48347 -5.58103 2.00837
H -7.51584 -5.20660 0.27033
H -7.99255 -6.82225 0.84679
H -6.31702 -6.86848 -1.02933
H -4.84970 -7.54772 -0.30864
H -4.27653 -5.77009 -1.86931
H -3.80404 -5.32861 -0.22108
H -4.30670 -2.87389 -0.04767
H -5.28258 -3.92200 1.01710
H -6.07588 -2.69462 0.01168
C -5.04081 5.90896 3.55818
O -5.58672 5.52955 2.30528
C -6.70505 4.66287 2.41095
C -8.02251 5.39781 2.28015
O -8.22791 6.31679 3.33368
C -7.92687 7.65891 2.99873
H -4.39109 6.76544 3.38386
H -5.82148 6.19191 4.26635
H -4.44727 5.09437 3.98730
H -6.67569 4.11897 3.36057
H -6.63122 3.92953 1.60088
H -8.83297 4.66402 2.31904
H -8.07438 5.90515 1.31006
H -8.71871 8.09388 2.38007
H -6.97469 7.73910 2.46827
H -7.86353 8.21833 3.93013
C 7.85971 1.54430 1.74804
O 8.37565 1.28540 0.45600
C 7.94398 0.05586 -0.09888
C 6.81608 0.23769 -1.09061
O 5.64311 0.77303 -0.48193
C 5.53697 2.17168 -0.64272
H 8.03627 2.59693 1.96285
H 6.78689 1.34076 1.80375
H 8.37508 0.94142 2.50308
H 7.64449 -0.63573 0.69596
H 8.79547 -0.38671 -0.62339
H 6.55560 -0.73562 -1.51671
H 7.14030 0.89075 -1.90766
H 5.19141 2.41877 -1.65622
H 6.48776 2.67665 -0.46156
H 4.80777 2.54040 0.07966


[2]
148
Properties=species:S:1:pos:R:3 method="wB97M-V/def2-TZVPD" gap_ev=9.367 e_tot_ha=-3105.03792 lumo_ev=1.96 largest_force_ev_per_a=2.04 total_charge=-1
O -18.13031 1.36044 26.38432
C -19.24862 0.92045 26.33378
O -20.00640 0.74050 27.39740
B -21.25933 0.08126 26.99694
O -21.25305 0.10374 25.52784
C -20.06199 0.46864 25.09791
O -19.70846 0.57435 23.96187
O -22.46544 0.73761 27.51192
C -23.09387 -0.02140 28.36081
O -24.13673 0.28245 28.88113
C -22.35035 -1.35833 28.44577
O -21.32963 -1.28156 27.58892
O -22.65539 -2.30190 29.11009
C -16.90419 -1.41673 24.47045
C -17.29886 -2.82358 24.78743
C -18.76628 -2.94977 25.20316
O -17.09366 -3.55013 23.55132
H -17.48050 -0.95094 23.66775
H -15.87146 -1.41902 24.11064
H -16.97785 -0.72100 25.30826
H -16.67676 -3.25013 25.58070
H -19.03450 -2.10086 25.83403
H -19.06357 -3.89622 25.65434
H -19.37110 -2.87857 24.29242
H -17.36682 -4.45675 23.73743
C -20.92414 2.89545 31.34051
C -21.92351 1.75416 31.50968
C -21.19270 0.42034 31.68615
O -22.61945 1.97657 32.76898
H -20.29223 2.99120 32.23113
H -21.38951 3.85235 31.11747
H -20.14850 2.69642 30.59373
H -22.68111 1.78007 30.72769
H -20.61719 0.17998 30.78463
H -21.91696 -0.39481 31.72651
H -20.55264 0.46690 32.56400
H -21.95657 1.99535 33.46362
C -23.07684 -0.55817 22.69006
C -23.61889 -1.41988 23.81138
C -24.40451 -0.64973 24.87118
O -24.51905 -2.41095 23.28327
H -22.28030 0.11503 23.00701
H -23.92717 0.04448 22.34967
H -22.66278 -1.18567 21.90041
H -22.79060 -1.99716 24.23338
H -23.76139 0.10441 25.32912
H -24.74226 -1.36371 25.61984
H -25.22599 -0.10004 24.40766
H -25.17287 -1.97209 22.72856
C -16.27547 1.59601 22.47959
C -15.77043 2.97325 22.93112
C -15.74664 3.09266 24.44510
O -14.44842 3.12430 22.42418
H -17.21335 1.36544 22.99924
H -15.63910 0.74399 22.73567
H -16.37243 1.52398 21.39467
H -16.41692 3.75435 22.52296
H -15.39043 4.10834 24.64943
H -15.08547 2.39675 24.97325
H -16.68137 2.93786 24.98817
H -13.83452 2.84859 23.11078
C -19.27464 4.17197 24.23779
C -20.29823 4.95665 23.42781
O -21.34174 4.07402 23.00606
H -19.08753 3.19047 23.80480
H -19.61292 4.03377 25.26892
H -18.30437 4.66826 24.35255
H -19.88965 5.37226 22.49936
H -20.71216 5.77782 24.01117
H -21.01136 3.43643 22.35535
C -26.19946 -2.79130 28.42363
C -26.77677 -1.97539 29.54005
O -28.03572 -1.42865 29.11925
H -25.18045 -3.12186 28.64421
H -26.09593 -2.17919 27.52586
H -26.73818 -3.70880 28.18294
H -26.12885 -1.12590 29.78091
H -26.96867 -2.53077 30.46722
H -28.22190 -0.60125 29.56247
C -21.56397 3.96951 27.82647
C -22.96496 3.84096 28.39567
O -23.87934 4.61947 27.63783
H -21.27950 5.02207 27.92149
H -21.56655 3.68500 26.77254
H -20.83834 3.40913 28.41866
H -22.95931 4.14297 29.44342
H -23.28493 2.79741 28.36610
H -23.69919 4.41834 26.70434
C -21.91436 -4.34703 26.36822
C -23.43082 -4.34149 26.45681
O -24.04091 -4.60674 25.19549
H -21.60506 -3.43272 25.85508
H -21.58314 -5.14510 25.69744
H -21.43066 -4.47731 27.33475
H -23.75915 -3.36475 26.82357
H -23.76614 -5.11339 27.14994
H -23.99141 -3.81092 24.64757
C -20.78140 0.81673 19.46352
C -20.80443 1.45958 20.84843
O -20.14566 2.71262 20.81705
H -19.74531 0.65776 19.14903
H -21.26318 1.46152 18.72988
H -21.22341 -0.18167 19.46073
H -20.35564 0.77325 21.57153
H -21.84249 1.64524 21.12817
H -19.19144 2.66585 20.72238
C -18.34029 -1.89383 30.18246
C -18.29118 -2.24592 28.70487
O -16.95018 -2.43794 28.25839
H -17.76629 -2.61882 30.76422
H -19.37421 -1.97981 30.52409
H -17.94188 -0.90356 30.40264
H -18.78022 -1.47529 28.10472
H -18.80397 -3.18925 28.49646
H -16.66609 -1.55081 27.97563
C -13.66616 0.11448 28.25755
C -14.66811 0.53569 27.19979
O -15.96578 0.13111 27.67850
H -12.64880 0.39069 27.95891
H -13.67409 -0.96536 28.40518
H -13.83627 0.61565 29.20902
H -14.47002 0.07414 26.22904
H -14.70191 1.62970 27.16915
H -16.61219 0.69284 27.21110
C -25.77049 0.71125 31.93589
O -25.27845 2.03080 32.13104
H -25.64568 0.14378 32.87637
H -26.81921 0.67126 31.65724
H -25.11632 0.12913 31.27629
H -24.31453 1.89053 32.21867
C -17.45938 3.77642 28.21396
O -17.85391 4.67981 29.26593
H -16.44467 4.06630 27.92162
H -17.52443 2.74611 28.54400
H -18.12509 3.92528 27.35914
H -17.79812 5.55943 28.88477
C -21.44808 -3.86924 31.49046
O -21.39215 -4.51614 32.76123
H -20.59285 -4.21419 30.90025
H -22.36117 -4.09677 30.95043
H -21.37515 -2.78431 31.59757
H -20.48965 -4.45819 33.07875
C -23.72894 2.85079 24.79532
O -23.56611 4.25052 24.78253
H -24.39269 2.43666 25.55855
H -24.10428 2.43602 23.85281
H -22.79269 2.32113 25.01581
H -22.80548 4.40269 24.19942